# 1
{"formula": "C40H32INP2Zn", "method": "ωB97M-V with the def2-TZVPD basis set", "total_charge": 2, "lumo_energy_ev": -5.16, "homo_energy_ev": -13.5, "orbital_gap_ev": 8.3, "multiplicity": 1, "species": ["Zn", "I", "C", "C", "C", "C", "C", "C", "C", "C", "C", "P", "C", "C", "C", "C", "C", "C", "C", "C", "C", "C", "C", "C", "C", "H", "H", "H", "H", "H", "H", "H", "H", "H", "H", "H", "H", "H", "H", "H", "H", "N", "C", "C", "C", "C", "C", "C", "P", "C", "C", "C", "C", "C", "C", "C", "C", "C", "C", "C", "C", "H", "H", "H", "H", "H", "H", "H", "H", "H", "H", "H", "H", "H", "H", "H", "H"], "xyz": [[-0.3307, 0.0147, -0.4335], [0.8297, -1.8640, 1.4073], [0.2455, -3.7511, 0.6702], [1.2277, -4.6688, 0.9041], [0.9982, -6.0364, 0.6630], [-0.2328, -6.4299, 0.2484], [-1.2649, -5.4887, 0.0072], [-2.5387, -5.9823, -0.3629], [-3.5824, -5.1438, -0.5956], [-3.3543, -3.7607, -0.5394], [-2.1325, -3.2215, -0.2016], [-2.1523, -1.4264, -0.4915], [-3.3193, -0.7012, 0.6849], [-3.6776, -1.3703, 1.8519], [-4.4804, -0.7369, 2.7944], [-4.9227, 0.5584, 2.5760], [-4.5585, 1.2358, 1.4158], [-3.7513, 0.6135, 0.4767], [-2.8010, -1.1818, -2.1693], [-1.8813, -1.2684, -3.2187], [-2.2960, -1.0892, -4.5289], [-3.6306, -0.8050, -4.7967], [-4.5468, -0.7108, -3.7581], [-4.1365, -0.9016, -2.4452], [-1.0429, -4.0838, 0.1562], [2.1832, -4.3562, 1.3036], [1.7871, -6.7528, 0.8488], [-0.4543, -7.4802, 0.1014], [-2.6649, -7.0555, -0.4450], [-4.5608, -5.5240, -0.8556], [-4.1723, -3.1006, -0.8050], [-3.3428, -2.3856, 2.0235], [-4.7637, -1.2617, 3.6978], [-5.5576, 1.0430, 3.3069], [-4.9136, 2.2438, 1.2416], [-3.4797, 1.1428, -0.4319], [-0.8397, -1.4994, -3.0146], [-1.5822, -1.1674, -5.3391], [-3.9572, -0.6577, -5.8185], [-5.5860, -0.4934, -3.9693], [-4.8605, -0.8290, -1.6414], [-0.2232, 1.5863, 1.0000], [0.2607, 2.8446, 0.4254], [-0.0137, 4.0408, 1.0651], [0.4392, 5.2337, 0.5204], [1.1647, 5.2322, -0.6643], [1.4281, 4.0342, -1.3076], [0.9815, 2.8289, -0.7666], [1.2317, 1.2615, -1.6224], [1.2947, 1.5746, -3.3808], [0.0947, 1.7526, -4.0712], [0.1206, 2.0452, -5.4245], [1.3396, 2.1488, -6.0861], [2.5320, 1.9614, -5.3999], [2.5162, 1.6722, -4.0426], [2.8117, 0.5800, -1.0756], [3.1611, -0.6967, -1.5254], [4.3440, -1.2782, -1.1002], [5.1724, -0.5969, -0.2118], [4.8238, 0.6661, 0.2413], [3.6435, 1.2613, -0.1927], [0.4428, 1.2518, 1.6939], [-1.0846, 1.7617, 1.5132], [-0.5779, 4.0450, 1.9916], [0.2222, 6.1663, 1.0249], [1.5147, 6.1633, -1.0905], [1.9712, 4.0300, -2.2455], [-0.8550, 1.6625, -3.5540], [-0.8063, 2.1891, -5.9650], [1.3593, 2.3744, -7.1444], [3.4772, 2.0413, -5.9212], [3.4464, 1.5243, -3.5072], [2.5168, -1.2270, -2.2197], [4.6246, -2.2603, -1.4600], [6.0964, -1.0526, 0.1222], [5.4760, 1.1971, 0.9232], [3.3812, 2.2566, 0.1476]], "forces_ev_per_a": [[0.103, -0.343, 0.211], [-0.069, 0.255, -0.045], [-0.074, 0.231, -0.059], [0.026, -0.258, -0.058], [0.119, 0.050, 0.044], [-0.076, -0.039, -0.028], [0.001, -0.001, 0.004], [0.048, -0.092, 0.004], [-0.056, 0.096, -0.006], [-0.041, -0.113, -0.026], [0.093, 0.042, 0.011], [-0.134, 0.279, -0.234], [0.042, 0.019, 0.086], [-0.039, 0.017, -0.027], [0.010, -0.020, -0.007], [-0.007, 0.011, 0.004], [0.023, -0.015, -0.015], [0.009, 0.014, 0.043], [-0.001, 0.004, -0.017], [-0.064, -0.026, 0.032], [-0.059, 0.000, 0.017], [0.043, -0.001, -0.005], [-0.003, -0.012, 0.028], [-0.058, -0.023, 0.009], [0.058, -0.102, 0.042], [-0.016, -0.026, -0.012], [-0.025, 0.019, -0.014], [-0.006, 0.042, 0.005], [0.010, 0.040, 0.002], [0.018, 0.024, 0.000], [0.004, -0.015, 0.002], [-0.006, 0.006, 0.010], [0.009, 0.009, -0.035], [0.023, -0.013, -0.024], [0.012, -0.029, -0.003], [-0.012, -0.002, -0.004], [0.017, 0.028, -0.010], [-0.008, -0.005, 0.026], [0.010, -0.012, 0.032], [0.032, -0.001, 0.010], [0.021, 0.010, -0.023], [0.031, 0.101, -0.031], [-0.103, -0.055, 0.094], [-0.024, 0.053, 0.068], [0.005, 0.008, -0.005], [-0.007, -0.007, 0.010], [0.024, 0.025, 0.000], [-0.019, 0.018, -0.119], [0.131, -0.195, 0.191], [-0.062, -0.059, -0.063], [0.025, 0.009, -0.018], [0.008, -0.002, 0.005], [-0.005, 0.000, 0.008], [0.012, -0.003, -0.008], [0.008, 0.041, -0.064], [0.064, 0.029, -0.062], [0.077, 0.012, 0.020], [-0.028, 0.034, 0.005], [-0.001, -0.032, -0.016], [-0.026, 0.026, -0.003], [0.023, -0.003, 0.020], [0.021, 0.074, 0.051], [-0.074, -0.073, -0.038], [0.024, 0.003, -0.030], [0.008, -0.024, -0.020], [-0.014, -0.032, 0.019], [-0.011, 0.002, 0.020], [0.011, 0.000, -0.014], [0.027, 0.000, 0.014], [-0.002, -0.003, 0.019], [-0.030, -0.004, 0.013], [-0.019, 0.000, -0.013], [0.009, -0.010, 0.007], [-0.014, 0.036, 0.009], [-0.042, 0.017, -0.021], [-0.031, -0.014, -0.021], [0.029, -0.022, 0.005]], "lowdin_charge": [0.364, 1.122, -0.570, -0.164, -0.042, -0.004, -0.141, 0.007, -0.027, -0.074, -0.291, 0.968, -0.381, -0.069, -0.048, -0.051, -0.061, -0.124, -0.379, -0.120, -0.066, -0.048, -0.047, -0.084, -0.179, 0.088, 0.123, 0.129, 0.131, 0.124, 0.111, 0.110, 0.119, 0.119, 0.116, 0.108, 0.093, 0.116, 0.118, 0.119, 0.112, 0.020, -0.294, -0.012, -0.033, -0.037, -0.048, -0.318, 1.022, -0.376, -0.096, -0.058, -0.045, -0.048, -0.071, -0.405, -0.127, -0.060, -0.049, -0.051, -0.070, 0.086, 0.106, 0.126, 0.123, 0.123, 0.120, 0.102, 0.116, 0.119, 0.119, 0.114, 0.112, 0.117, 0.119, 0.118, 0.109]}

---

# 2
{"formula": "C40H32MnN6OS", "method": "ωB97M-V with the def2-TZVPD basis set", "total_charge": -2, "lumo_energy_ev": [4.59, 4.21], "homo_energy_ev": [0.4, -1.7], "s_squared": 8.8339, "orbital_gap_ev": [4.2, 5.9], "multiplicity": 6, "species": ["Mn", "C", "C", "C", "C", "C", "C", "N", "C", "C", "C", "C", "C", "N", "C", "C", "C", "C", "C", "C", "N", "H", "H", "H", "H", "H", "H", "H", "H", "H", "H", "H", "H", "H", "H", "H", "N", "C", "S", "N", "N", "C", "C", "C", "C", "C", "C", "C", "O", "H", "H", "H", "H", "H", "H", "H", "C", "C", "C", "C", "C", "C", "C", "C", "C", "C", "C", "C", "C", "C", "C", "H", "H", "H", "H", "H", "H", "H", "H", "H", "H"], "xyz": [[1.3185, 0.0637, -0.2056], [0.0045, -2.8541, -1.7839], [0.5235, -3.0430, -0.3812], [0.5866, -4.3342, 0.1290], [0.9958, -4.5271, 1.4721], [1.2471, -3.4347, 2.2472], [1.1546, -2.1317, 1.6953], [0.8626, -1.9619, 0.3341], [1.2828, -0.9500, 2.4590], [1.4388, -0.8776, 3.8648], [1.4497, 0.3758, 4.4705], [1.3675, 1.5408, 3.7256], [1.3106, 1.4291, 2.3118], [1.2188, 0.1988, 1.7420], [1.4697, 2.4862, 1.3923], [1.4330, 3.8572, 1.7526], [1.8526, 4.7992, 0.8598], [2.3528, 4.3780, -0.3974], [2.2779, 3.0364, -0.7427], [2.8382, 2.5803, -2.0602], [1.7775, 2.1110, 0.0840], [-0.8359, -3.5338, -1.9468], [0.7752, -3.0825, -2.5249], [-0.3341, -1.8356, -1.9473], [0.3018, -5.1706, -0.5002], [1.0764, -5.5283, 1.8852], [1.5250, -3.5469, 3.2878], [1.5311, -1.7795, 4.4548], [1.5462, 0.4431, 5.5491], [1.4174, 2.5116, 4.1984], [1.0674, 4.1395, 2.7335], [1.8336, 5.8532, 1.1183], [2.7852, 5.0845, -1.0932], [3.5309, 3.3261, -2.4545], [2.0212, 2.4429, -2.7691], [3.3529, 1.6252, -1.9479], [-1.1474, 0.5851, -4.5088], [-0.2950, 0.8872, -3.4229], [-0.5868, 2.3963, -2.6802], [0.5830, -0.0877, -3.2667], [1.5022, -0.2619, -2.2254], [2.4515, -1.0271, -2.6297], [3.5419, -1.6415, -1.9022], [4.2852, -2.6369, -2.5454], [5.3180, -3.2993, -1.9128], [5.6359, -2.9442, -0.5946], [4.9356, -1.9559, 0.0581], [3.8573, -1.2872, -0.5684], [3.1942, -0.3680, 0.0424], [-2.0425, 1.0340, -4.4139], [-1.1952, -0.4084, -4.6863], [2.3735, -1.2900, -3.6778], [4.0181, -2.8982, -3.5649], [5.8589, -4.0892, -2.4174], [6.4375, -3.4604, -0.0783], [5.1708, -1.6813, 1.0801], [-0.5983, 0.3689, -0.2238], [-1.7806, 0.5011, 0.0646], [-3.1266, 0.6925, 0.3393], [-4.0729, 0.5057, -0.7843], [-3.8635, -0.5284, -1.7044], [-4.7038, -0.7029, -2.7935], [-5.7693, 0.1660, -3.0104], [-5.9722, 1.2153, -2.1229], [-5.1406, 1.3785, -1.0220], [-3.5305, 1.0599, 1.6861], [-2.5444, 1.3809, 2.6441], [-2.8819, 1.6883, 3.9492], [-4.2145, 1.6934, 4.3605], [-5.2018, 1.3768, 3.4328], [-4.8710, 1.0595, 2.1226], [-3.0147, -1.1863, -1.5509], [-4.5190, -1.5161, -3.4875], [-6.4154, 0.0409, -3.8722], [-6.7708, 1.9278, -2.3021], [-5.2852, 2.2257, -0.3631], [-1.5043, 1.3840, 2.3302], [-2.0962, 1.9259, 4.6580], [-4.4768, 1.9262, 5.3858], [-6.2435, 1.3729, 3.7358], [-5.6565, 0.7866, 1.4308]], "forces_ev_per_a": [[0.412, -0.182, 0.764], [0.022, -0.014, 0.129], [-0.070, -0.124, 0.015], [-0.049, 0.046, 0.013], [-0.033, 0.039, -0.051], [0.048, -0.017, -0.009], [-0.075, -0.116, -0.108], [0.226, 0.211, -0.132], [-0.016, 0.063, 0.012], [0.012, 0.024, 0.138], [-0.006, -0.049, -0.180], [-0.139, -0.062, 0.069], [0.027, -0.037, -0.032], [0.210, 0.005, 0.098], [0.019, 0.080, -0.171], [0.011, 0.096, -0.021], [0.083, -0.155, -0.122], [-0.026, 0.031, 0.154], [0.164, 0.059, -0.023], [-0.129, -0.084, 0.021], [-0.195, -0.310, -0.018], [0.062, -0.026, 0.003], [-0.041, 0.045, 0.011], [-0.007, 0.006, -0.022], [0.014, 0.089, 0.036], [0.005, 0.056, -0.013], [-0.002, -0.001, -0.040], [-0.074, 0.055, -0.007], [-0.008, -0.009, 0.025], [0.033, -0.011, -0.011], [0.027, -0.025, -0.045], [-0.026, -0.026, -0.008], [-0.031, -0.024, -0.023], [-0.019, 0.003, 0.027], [-0.017, -0.009, -0.037], [0.041, 0.080, 0.049], [0.254, -0.062, 0.034], [0.183, -0.104, 0.312], [0.221, -0.153, -0.003], [-0.289, -0.123, -0.105], [-0.491, 0.712, -0.289], [0.270, -0.192, -0.198], [-0.033, -0.054, 0.081], [-0.023, -0.014, -0.038], [0.030, 0.007, 0.094], [-0.073, 0.016, -0.153], [0.030, 0.006, 0.087], [-0.081, 0.076, -0.157], [0.099, 0.151, 0.139], [-0.043, 0.090, 0.039], [-0.017, -0.028, 0.033], [0.095, -0.148, -0.218], [0.002, 0.002, -0.011], [0.027, 0.003, -0.025], [0.027, -0.004, 0.014], [-0.047, 0.009, -0.028], [-0.223, 0.099, -0.042], [-0.431, -0.100, -0.032], [-0.128, 0.034, -0.160], [0.081, 0.074, 0.199], [0.033, -0.062, -0.062], [0.013, 0.032, 0.031], [0.074, 0.003, 0.043], [0.030, -0.015, 0.056], [-0.058, 0.022, -0.049], [-0.088, 0.020, 0.048], [0.048, 0.055, -0.048], [-0.045, 0.002, 0.003], [0.015, -0.047, -0.148], [0.068, 0.010, -0.030], [0.060, 0.025, 0.031], [-0.031, 0.033, -0.027], [0.012, 0.027, 0.033], [0.018, 0.002, 0.029], [0.018, -0.025, 0.033], [-0.010, -0.019, 0.007], [-0.066, -0.023, 0.074], [0.020, -0.025, -0.057], [0.005, 0.022, -0.009], [0.001, -0.036, -0.018], [-0.012, -0.010, 0.000]], "mulliken_spin": [2.135, -0.019, -0.074, 0.233, 0.062, 0.014, 0.235, 0.141, -0.036, 0.306, -0.064, 0.331, 0.063, 0.130, 0.098, 0.028, 0.017, 0.222, -0.076, -0.014, 0.150, -0.004, 0.000, 0.007, 0.018, 0.010, 0.034, 0.036, 0.000, 0.031, 0.031, 0.005, 0.021, 0.001, -0.002, 0.002, 0.001, 0.001, 0.015, -0.001, 0.004, 0.008, -0.007, -0.001, 0.007, -0.003, 0.008, -0.009, 0.024, 0.002, 0.001, -0.003, -0.001, 0.002, 0.000, 0.001, 0.185, 0.093, 0.132, 0.051, 0.061, -0.037, 0.066, -0.035, 0.062, 0.013, 0.058, -0.058, 0.138, -0.077, 0.118, 0.009, -0.001, 0.007, -0.002, 0.006, 0.085, -0.017, 0.014, -0.005, 0.014]}

---

Let's list relative energy (zero: lowest compared OMol25 entry of this formula, charge and spin) in order: 0.0, 0.0 kcal per mole.